[1]
{
  "formula": "C9H13NO2",
  "method": "ωB97M-V/def2-TZVPD",
  "gap_ev": 9.163,
  "multiplicity": 1,
  "smiles": "Cc1ccc(O)cc1.CC(N)=O",
  "e_homo_ha": -0.311,
  "de_lowest_kcal_mol": 13.69,
  "symbols": ["C", "C", "O", "N", "H", "H", "H", "H", "H", "C", "C", "C", "C", "C", "C", "C", "O", "H", "H", "H", "H", "H", "H", "H", "H"],
  "positions_angstrom": [[0.5181, 1.5635, -5.3083], [0.1297, 1.3047, -3.8732], [-0.2899, 2.1981, -3.1621], [0.4332, 0.0905, -3.3498], [0.3059, 0.0555, -2.3507], [0.5742, -0.7088, -3.9438], [-0.3373, 1.4046, -5.9741], [1.3951, 1.0526, -5.7030], [0.7137, 2.6356, -5.4057], [-1.4319, 0.2111, 4.4394], [0.6713, -1.1108, 0.9318], [1.0288, -1.5974, 2.1940], [-0.4490, -0.3096, 0.8277], [0.3247, -1.2186, 3.3143], [-1.2061, 0.0000, 1.9476], [-0.8117, -0.4163, 3.2139], [1.5415, -1.1271, -0.1338], [2.1780, -1.8599, -0.0646], [1.8135, -2.3476, 2.2164], [-0.8014, 0.0642, -0.1199], [0.5299, -1.6648, 4.2784], [-2.1365, 0.5148, 1.7682], [-2.5085, 0.0791, 4.3930], [-1.1888, 1.2762, 4.4744], [-0.9965, -0.0893, 5.3898]],
  "forces_ev_per_angstrom": [[-0.48, 0.75, -0.73], [0.93, 0.44, 0.19], [-0.27, 0.01, -0.09], [-0.22, 0.26, -0.25], [0.01, -0.67, -0.05], [0.12, -0.03, 0.38], [0.10, -0.29, 0.08], [-0.14, -0.37, 0.28], [0.01, -0.14, 0.23], [0.17, 0.21, -0.17], [0.76, 1.15, 0.75], [0.09, -0.60, -0.95], [-0.55, -0.23, -0.09], [-0.88, -0.51, 0.07], [0.15, -0.61, -0.15], [0.64, 0.86, 0.33], [-0.14, -0.92, -0.36], [-0.37, 0.39, 0.14], [0.23, 0.25, 0.35], [0.23, 0.04, -0.28], [0.38, 0.15, 0.06], [-0.05, 0.40, 0.30], [-0.16, 0.12, 0.45], [-0.34, 0.14, -0.46], [-0.23, -0.81, -0.04]]
}

[2]
{
  "formula": "C9H13NO2",
  "method": "ωB97M-V/def2-TZVPD",
  "gap_ev": 9.044,
  "multiplicity": 1,
  "smiles": "Cc1ccc(O)cc1.CC(N)=O",
  "e_homo_ha": -0.307,
  "de_lowest_kcal_mol": 24.75,
  "symbols": ["C", "C", "C", "C", "C", "C", "C", "O", "H", "H", "H", "H", "H", "H", "H", "H", "C", "C", "O", "N", "H", "H", "H", "H", "H"],
  "positions_angstrom": [[4.3285, 0.0987, 0.5910], [0.4837, -1.5808, -0.4565], [0.7519, -0.2603, -0.6445], [1.4335, -2.3664, 0.2655], [2.0446, 0.2435, -0.3436], [2.6526, -1.8619, 0.6482], [3.0190, -0.5238, 0.2044], [-0.5071, -2.1579, -1.2049], [-0.4951, -3.1023, -0.9829], [-0.0771, 0.4203, -0.8129], [1.1664, -3.3819, 0.5648], [2.2559, 1.2590, -0.6638], [3.2919, -2.4568, 1.2884], [4.6334, -0.3557, 1.5381], [4.2916, 1.1917, 0.6336], [5.0600, 0.0009, -0.2169], [-2.6395, 1.9046, -1.0516], [-3.3576, 2.0821, 0.2693], [-3.3857, 3.0964, 0.9238], [-3.7490, 0.8628, 0.8394], [-3.1652, 2.5186, -1.7865], [-2.4730, 0.8436, -1.1757], [-4.2496, 1.0364, 1.6986], [-4.0216, 0.1259, 0.2141], [-1.6502, 2.3361, -0.8883]],
  "forces_ev_per_angstrom": [[0.20, 0.05, -0.59], [1.70, -1.17, -0.47], [0.39, 1.22, 0.84], [-0.71, -0.09, -0.19], [-1.65, 0.08, -0.96], [-0.02, 1.86, -0.84], [0.00, -1.48, 1.60], [-0.45, -0.44, 1.06], [-0.26, 0.26, -0.19], [0.26, -0.05, -0.88], [0.01, 0.13, -0.19], [-0.01, 0.07, 0.37], [0.20, 0.09, -0.18], [0.50, 0.37, -0.26], [-0.46, -0.15, 0.61], [0.29, -0.73, 0.29], [0.00, 0.86, 1.01], [0.91, -1.44, 0.94], [-0.34, 0.40, -0.31], [0.04, 1.46, -0.33], [0.21, -0.66, -0.39], [-0.35, -0.12, -0.96], [-0.24, -0.53, -0.05], [-0.18, -0.18, 0.22], [-0.06, 0.20, -0.14]]
}

[3]
{
  "formula": "C9H13NO2",
  "method": "ωB97M-V/def2-TZVPD",
  "gap_ev": 8.950,
  "multiplicity": 1,
  "smiles": "Cc1ccc(O)cc1.CC(N)=O",
  "e_homo_ha": -0.308,
  "de_lowest_kcal_mol": 42.49,
  "symbols": ["C", "C", "O", "N", "H", "H", "H", "H", "H", "C", "C", "C", "C", "C", "C", "C", "O", "H", "H", "H", "H", "H", "H", "H", "H"],
  "positions_angstrom": [[-0.5703, 0.0917, -4.4461], [-1.5418, 1.2602, -4.3263], [-2.7249, 1.2336, -4.6059], [-1.2226, 2.3777, -3.5029], [-1.0726, -0.8883, -4.3411], [0.1799, -0.0317, -3.7415], [-1.9241, 2.8936, -3.0658], [-0.4119, 2.2794, -2.9109], [-0.2608, -0.0136, -5.5037], [1.8158, -0.4807, 4.3502], [-0.3543, -0.5348, 0.7113], [-0.1363, -1.6927, 1.4813], [0.2842, 0.6322, 1.0753], [0.5360, -1.6150, 2.6840], [1.1128, 0.7086, 2.1815], [1.2441, -0.4357, 3.0278], [-1.1945, -0.6105, -0.3488], [-1.7206, -1.4605, -0.3864], [-0.3970, -2.6936, 1.2423], [0.3205, 1.3369, 0.3699], [0.5113, -2.5545, 3.2969], [1.5642, 1.6176, 2.3881], [2.7196, -1.1514, 4.4593], [1.1757, -0.8274, 5.1838], [2.0679, 0.5588, 4.7275]],
  "forces_ev_per_angstrom": [[-1.84, -0.84, -2.51], [-2.02, 1.31, 3.61], [0.44, -0.98, -1.62], [3.28, -2.12, -1.23], [-0.73, 0.78, 0.11], [1.84, 0.77, 1.09], [-1.66, 0.53, 0.18], [0.17, 0.07, -0.18], [0.50, 0.46, 0.59], [2.35, 1.32, 3.30], [-0.14, -2.32, 1.09], [0.32, 0.90, 0.69], [0.35, -2.54, 1.20], [0.62, 0.24, -0.58], [-0.89, -3.40, 0.77], [-2.38, -0.30, -1.19], [-0.89, -0.47, -1.08], [1.21, 1.43, 0.40], [-1.02, -0.48, -0.81], [-0.34, 3.23, -2.32], [0.49, 1.23, -0.34], [1.04, 1.48, 0.55], [-0.66, 0.88, -0.36], [-0.31, -0.11, -0.82], [0.26, -1.09, -0.55]]
}

[4]
{
  "formula": "C9H13NO2S",
  "method": "ωB97M-V/def2-TZVPD",
  "gap_ev": [8.227, 8.226],
  "multiplicity": 1,
  "smiles": "Cc1csc(C(C)(C)C)c1[N+](=O)[O-]",
  "e_homo_ha": [-0.323, -0.323],
  "de_lowest_kcal_mol": 132.12,
  "symbols": ["C", "C", "C", "C", "C", "C", "C", "C", "C", "N", "O", "O", "S", "H", "H", "H", "H", "H", "H", "H", "H", "H", "H", "H", "H", "H"],
  "positions_angstrom": [[1.4744, -2.2965, -0.1267], [2.1668, -1.0961, -0.0875], [1.3186, 0.0216, -0.1579], [-0.2494, -0.4841, -0.0921], [3.6676, -0.9785, 0.0121], [-1.8065, 1.1387, -1.2380], [-1.5702, 1.2575, 1.3508], [-2.7784, -0.6162, 0.1330], [-1.5283, 0.3455, 0.0311], [1.6175, 1.3637, -0.0782], [2.7823, 1.6552, 0.2084], [0.7718, 2.2227, -0.1860], [-0.2241, -2.1618, -0.1391], [1.9129, -3.3263, -0.3310], [4.1072, -1.9034, -0.4150], [4.1153, -0.1661, -0.4014], [3.8327, -1.0935, 1.0450], [-2.6325, 1.8753, -1.2843], [-0.8841, 1.7511, -1.2977], [-1.8219, 0.5961, -2.1503], [-2.6146, 1.6476, 1.0530], [-1.7647, 0.5964, 2.1963], [-0.9358, 2.0987, 1.5913], [-2.3608, -1.4773, -0.4035], [-3.0086, -0.8474, 1.1908], [-3.5873, -0.1230, -0.4231]],
  "forces_ev_per_angstrom": [[1.02, -1.20, -0.57], [0.05, 0.37, -0.82], [-6.54, -3.61, 0.48], [4.19, 2.24, -0.43], [-1.54, -4.12, -0.17], [2.34, 2.42, 0.08], [-3.23, -0.62, -1.94], [1.69, 0.36, 0.25], [-0.74, -0.29, 1.00], [1.83, 1.45, 1.23], [0.07, -0.23, -0.30], [-0.80, 0.17, -0.39], [0.78, 0.70, 0.16], [-0.54, 1.66, 0.60], [-0.16, 0.45, 0.01], [0.92, 2.39, -0.95], [0.76, 0.43, 1.45], [0.09, -0.71, 0.75], [-0.71, 0.05, -0.56], [-0.18, -1.08, -0.60], [1.35, 0.20, 1.27], [0.41, 0.14, 0.11], [0.50, -0.22, -0.48], [-1.42, -0.23, 0.06], [-0.14, -0.12, -0.74], [0.02, -0.58, 0.49]]
}

[5]
{
  "formula": "C9H13NO3S",
  "method": "ωB97M-V/def2-TZVPD",
  "gap_ev": [8.009, 5.054],
  "multiplicity": 3,
  "e_homo_ha": [-0.281, -0.281],
  "de_lowest_kcal_mol": 39.67,
  "s_squared": 2.014,
  "symbols": ["C", "C", "C", "C", "C", "C", "C", "C", "C", "N", "O", "O", "O", "S", "H", "H", "H", "H", "H", "H", "H", "H", "H", "H", "H", "H", "H"],
  "positions_angstrom": [[-0.0468, 1.3110, -0.6625], [-4.7042, -0.6097, -0.7113], [1.8968, -0.6523, -0.3474], [-0.5322, 1.6857, -1.8085], [3.2827, -1.0907, -0.1677], [-1.9788, 1.5559, -2.1599], [0.0657, -1.2797, 1.3655], [1.8564, 0.3270, 2.1234], [1.0170, -0.0887, 0.9326], [0.3452, 1.0590, 0.4600], [-4.9956, -1.0803, -1.7338], [1.4320, -0.6504, -1.4554], [-3.3376, 0.7519, 0.8945], [-4.3832, -0.3470, 0.8435], [0.1269, 1.8163, -2.5473], [3.4715, -1.5258, 0.8625], [3.4829, -1.9451, -0.8079], [3.9766, -0.1778, -0.4141], [-2.4367, 1.4256, -1.2094], [-1.9823, 0.6238, -2.6748], [-2.2739, 2.4907, -2.6310], [-0.3551, -1.7791, 0.4712], [0.7169, -1.9169, 2.0559], [-0.7570, -1.0004, 2.0594], [2.6016, -0.4752, 2.3013], [2.2328, 1.3228, 1.8772], [1.2787, 0.2494, 3.0840]],
  "forces_ev_per_angstrom": [[-0.35, -0.15, 0.25], [0.46, 0.09, -0.80], [-1.08, 0.62, 0.92], [-1.50, -0.31, 2.41], [2.20, -0.07, 1.53], [1.37, 0.47, 0.91], [0.96, 0.05, 0.73], [0.01, -1.27, 0.68], [-0.20, -2.21, -0.72], [-0.39, 1.35, -0.13], [-0.62, -0.42, -0.85], [-0.53, -0.02, 0.15], [-0.27, -0.19, 0.20], [0.42, 0.49, 1.54], [2.59, 0.88, -2.71], [0.04, 1.04, -1.03], [0.11, 0.35, -0.58], [-1.09, -1.86, 0.63], [-1.13, 0.01, 0.47], [-1.05, -0.38, -1.18], [-0.55, -0.50, -0.46], [0.34, -0.05, 0.68], [-0.85, 0.16, -1.41], [0.43, 0.46, -0.71], [0.16, 0.93, -0.23], [0.38, -0.25, 0.71], [0.14, 0.80, -0.99]]
}

[6]
{
  "formula": "C9H14",
  "method": "ωB97M-V/def2-TZVPD",
  "gap_ev": [3.015, 7.350],
  "total_charge": -1,
  "multiplicity": 2,
  "e_homo_ha": [0.037, -0.127],
  "de_lowest_kcal_mol": 2.37,
  "s_squared": 0.760,
  "symbols": ["C", "C", "C", "C", "C", "C", "C", "H", "H", "H", "H", "H", "H", "H", "H", "C", "C", "H", "H", "H", "H", "H", "H"],
  "positions_angstrom": [[0.1674, 1.8893, -2.1162], [-1.2961, -0.1044, -1.6514], [-0.0324, 0.4678, -1.6455], [-1.4868, -1.4550, -1.2234], [1.0757, -0.2922, -1.2188], [-0.3481, -2.2492, -0.9475], [0.9054, -1.6777, -0.9353], [-2.1400, 0.5259, -1.8982], [-2.4644, -1.9383, -1.3187], [-0.6459, 2.5523, -1.8183], [0.2752, 1.9050, -3.2131], [2.0627, 0.1417, -1.1399], [-0.5163, -3.3076, -0.7550], [1.7639, -2.3055, -0.6810], [1.1297, 2.2764, -1.7448], [-0.2327, -0.1544, 2.7941], [0.6752, 1.0552, 2.7707], [-0.3999, -0.5629, 3.8102], [-1.2475, 0.0726, 2.4703], [0.0433, -1.0020, 2.1718], [0.8302, 1.4229, 1.7589], [1.6676, 0.8724, 3.1909], [0.2136, 1.8679, 3.3401]],
  "forces_ev_per_angstrom": [[0.65, -0.27, -0.31], [0.66, 0.56, 0.07], [-0.57, -0.23, 0.10], [-0.48, -0.70, -0.01], [0.26, 0.36, 0.02], [-0.27, 0.48, -0.15], [-0.08, -1.04, 0.24], [-0.18, 0.01, -0.15], [0.28, 0.23, 0.08], [0.00, 0.02, -0.04], [-0.23, 0.09, 0.20], [0.09, 0.20, -0.12], [0.28, 0.04, 0.08], [-0.11, 0.21, -0.09], [-0.32, 0.04, 0.16], [-0.86, -0.78, 0.63], [0.02, 0.21, 0.01], [0.40, 0.25, -0.19], [0.00, 0.36, -0.25], [0.48, 0.15, -0.20], [-0.05, -0.09, -0.17], [-0.10, -0.13, 0.05], [0.11, 0.01, 0.05]]
}